The following is a DFT calculation (ωB97M-V with the def2-TZVPD basis set) of an isolated ion of composition C30H60N3O3 and charge +3.

energy above the lowest of the compared OMol25 structures with the same formula, charge and spin	0.0	kJ/mol
lowest unoccupied orbital energy	-6.043	eV
Kohn-Sham gap	9.49	eV

Structure (ORCA input):
```
! RIJCOSX wB97M-V def2-TZVPD def2/J DEFGRID3
* xyz 3 1
C -0.5233 7.7449 -3.0388
C 0.2906 6.4613 -3.0739
H 1.0756 6.5146 -2.3191
H 0.7746 6.3758 -4.0471
N -0.4730 5.1876 -2.8383
C 0.5299 4.0826 -2.8857
H 1.0386 4.1459 -3.8479
H 1.2661 4.2701 -2.1026
C 0.0289 2.6445 -2.7173
H -0.8981 2.4607 -3.2642
H 0.7971 1.9877 -3.1510
O -0.1139 2.3118 -1.3397
C -1.0174 1.2919 -1.0461
C -2.3442 1.3983 -1.4527
C -3.2471 0.3999 -1.1678
C -2.8427 -0.7261 -0.4738
C -1.5336 -0.8468 -0.0327
C -0.6039 0.1789 -0.3067
O 0.6793 -0.0190 0.1572
C 1.4156 1.1047 0.6106
C 2.3052 0.7076 1.7957
N 3.5712 -0.0184 1.4864
C 3.2207 -1.3326 0.8616
C 4.3919 -2.2462 0.5350
H 3.9900 -3.1638 0.1124
H 4.9685 -2.5199 1.4132
H 5.0597 -1.8212 -0.2078
H 2.5397 -1.8407 1.5450
H 2.6605 -1.1197 -0.0496
C 4.4374 0.7530 0.5376
C 4.7087 2.2043 0.9050
H 3.8101 2.8145 0.9076
H 5.3819 2.6120 0.1544
H 5.2093 2.3045 1.8631
H 5.3931 0.2322 0.4768
H 3.9714 0.7059 -0.4479
C 4.3341 -0.2077 2.7665
C 3.6958 -1.1130 3.8080
H 3.5987 -2.1392 3.4669
H 2.7301 -0.7501 4.1477
H 4.3548 -1.1238 4.6732
H 5.3147 -0.6068 2.5063
H 4.4807 0.7786 3.2070
H 1.7051 0.0671 2.4436
H 2.5653 1.6109 2.3479
H 1.9972 1.5318 -0.2128
H 0.7262 1.8760 0.9703
O -1.0607 -1.9314 0.6658
C -1.9642 -3.0050 0.8711
C -1.1686 -4.1071 1.5853
H -0.2912 -4.3324 0.9762
H -0.8234 -3.6976 2.5359
N -1.8924 -5.3791 1.8601
C -2.4606 -5.9756 0.6052
C -1.4892 -6.1682 -0.5491
H -0.6784 -6.8470 -0.3029
H -2.0435 -6.6224 -1.3673
H -1.0759 -5.2340 -0.9181
H -2.8735 -6.9488 0.8712
H -3.2879 -5.3415 0.2828
C -0.9180 -6.3589 2.4488
C -0.3469 -6.0041 3.8128
H -1.1077 -5.9372 4.5839
H 0.2323 -5.0853 3.8019
H 0.3280 -6.8071 4.1004
H -1.4269 -7.3203 2.5178
H -0.0961 -6.4652 1.7403
C -3.0213 -5.1107 2.8145
C -3.7704 -6.3322 3.3263
H -4.5511 -5.9784 3.9960
H -3.1415 -7.0074 3.8973
H -4.2611 -6.8863 2.5321
H -2.6097 -4.5616 3.6622
H -3.7332 -4.4626 2.3021
H -2.8040 -2.6628 1.4888
H -2.3414 -3.3535 -0.0976
H -3.5750 -1.4882 -0.2728
H -4.2722 0.4921 -1.4858
H -2.6788 2.2690 -1.9942
C -1.1722 5.2154 -1.5143
C -0.2996 5.5028 -0.3029
H -0.9449 5.4905 0.5722
H 0.1678 6.4815 -0.3426
H 0.4606 4.7402 -0.1584
H -1.9594 5.9674 -1.5741
H -1.6443 4.2430 -1.3746
C -1.5316 5.0194 -3.8875
C -1.0425 4.8684 -5.3191
H -1.9197 4.7937 -5.9579
H -0.4765 5.7294 -5.6610
H -0.4545 3.9679 -5.4721
H -2.1832 5.8912 -3.8257
H -2.1325 4.1491 -3.6203
H -1.2558 7.8011 -3.8382
H 0.1680 8.5717 -3.1853
H -1.0188 7.9057 -2.0862
*
```



The following is a DFT calculation (ωB97M-V with the def2-TZVPD basis set) of C6H8CuO6 as an isolated structure.

expectation value of S²	0.756
energy above the lowest of the compared OMol25 structures with the same formula, charge and spin	142.3	kJ/mol
lowest unoccupied orbital energy (spin up / spin down)	-0.087 / -0.491	eV
Kohn-Sham gap (spin up / spin down)	7.76 / 8.17	eV

Structure (ORCA input):
```
! RIJCOSX wB97M-V def2-TZVPD def2/J DEFGRID3
* xyz 0 2
O 2.7545 -0.2255 -0.2988
C 3.4948 -1.4033 -0.0932
O 3.8785 -2.0315 -1.0701
O 3.6164 -1.6182 1.1382
C 1.8024 -0.1842 -1.3516
H 2.2335 0.3228 -2.2283
H 1.5157 -1.2009 -1.6550
C 0.6062 0.5677 -0.8352
H 0.8158 1.6307 -0.6673
H -0.2875 0.3985 -1.4454
O -1.7341 -0.8055 0.5915
C -0.9038 0.0653 1.2006
C -2.9161 -0.1166 0.1613
O 0.3367 0.0795 0.7629
O -1.4694 1.2837 1.3087
C -2.8497 1.1916 0.9478
H -3.7909 -0.7273 0.4044
H -2.8570 0.0394 -0.9241
H -3.4597 1.1663 1.8595
H -3.1073 2.0706 0.3490
Cu 2.3211 -0.5030 1.8452
*
```



The following is a DFT calculation (ωB97M-V with the def2-TZVPD basis set) of a 3-piece molecular cluster, C24H36BINO8 overall.

lowest unoccupied orbital energy	-3.610	eV
Kohn-Sham gap	7.41	eV

Structure (ORCA input):
```
! RIJCOSX wB97M-V def2-TZVPD def2/J DEFGRID3
* xyz 1 1
C -2.7749 -1.4176 -2.0937
C -1.6757 -2.0071 -2.6192
O -1.2369 -3.2697 -2.1812
C -0.2095 -3.3622 -1.3036
O -0.0723 -4.3485 -0.6609
C 0.7932 -2.2465 -1.1386
C 1.0627 -1.7408 0.1459
C 0.3717 -2.1983 1.4145
C -0.2692 -1.0358 2.1931
C -1.4303 -0.3605 1.4459
I -3.3045 -1.2498 2.0120
C 2.0286 -0.7704 0.2549
N 2.6992 -0.2554 -0.7950
C 3.6944 0.7850 -0.4836
B 3.2543 2.2877 -0.8663
O 3.9678 2.9228 -1.8737
O 2.2459 2.9458 -0.2236
C 2.4299 -0.7012 -2.0331
C 3.1322 -0.0919 -3.2090
C 2.2983 1.0823 -3.8374
C 0.9125 1.3228 -3.2457
C 1.4863 -1.7286 -2.2351
C 1.2725 -2.2377 -3.6357
H -3.5690 -1.1838 -2.7941
H -2.8851 -1.1330 -1.0576
H -1.1431 -1.4919 -3.4057
H -0.4188 -2.8945 1.1600
H 1.0996 -2.6578 2.0801
H 0.4576 -0.2752 2.4826
H -0.6893 -1.4757 3.0944
H -1.3036 -0.4868 0.3749
H -1.4991 0.6853 1.7122
H 2.2729 -0.3823 1.2314
H 4.6156 0.5717 -1.0176
H 3.9156 0.7399 0.5789
H 4.6732 3.4516 -1.4783
H 2.6139 3.4450 0.5212
H 4.0800 0.3350 -2.8937
H 3.3847 -0.8468 -3.9397
H 2.8907 1.9901 -3.8300
H 2.1466 0.8215 -4.8844
H 0.9145 1.6050 -2.1899
H 0.2329 0.4813 -3.3613
H 0.4671 2.1601 -3.7793
H 0.7038 -3.1624 -3.6326
H 0.7215 -1.5237 -4.2411
H 2.2168 -2.4758 -4.1133
O 3.7084 3.5339 2.5685
C 3.6446 2.6166 3.3368
O 3.3474 1.3548 2.9369
C 3.2286 0.4896 4.0909
C 4.0168 1.1862 5.1900
C 3.8181 2.6601 4.8376
H 2.1698 0.3882 4.3379
H 3.6296 -0.4915 3.8451
H 3.6831 0.9191 6.1896
H 5.0734 0.9290 5.1091
H 2.9097 3.0698 5.2814
H 4.6739 3.2720 5.1064
O -5.3846 -0.3217 -0.9630
C -6.3297 -0.0248 -0.2892
O -6.5417 1.2318 0.1553
C -7.6880 1.2630 1.0269
C -8.5042 0.0336 0.6538
C -7.4153 -0.9486 0.2265
H -7.3361 1.2314 2.0601
H -8.2298 2.1919 0.8694
H -9.1352 -0.3248 1.4642
H -9.1476 0.2601 -0.1971
H -7.0185 -1.5157 1.0705
H -7.7478 -1.6253 -0.5551
*
```



The following is a DFT calculation (ωB97M-V with the def2-TZVPD basis set) of an isolated ion of composition C2H6N3O and charge +1.

SMILES	O=C1NC[NH2+]N1
energy above the lowest of the compared OMol25 structures with the same formula, charge and spin	333.4	kJ/mol
lowest unoccupied orbital energy	-4.329	eV
Kohn-Sham gap	10.77	eV

Structure (ORCA input):
```
! RIJCOSX wB97M-V def2-TZVPD def2/J DEFGRID3
* xyz 1 1
O -2.5586 -0.0519 0.1515
C -1.3470 0.0426 0.0009
N -0.6333 1.1833 -0.2722
C 0.9392 0.7109 0.2172
N 0.9278 -0.7795 -0.1649
N -0.5111 -1.1248 0.0778
H -0.9744 2.0096 0.3082
H 1.4743 1.4171 -0.3544
H 0.8081 0.8163 1.2791
H 1.2238 -0.9726 -1.1962
H 1.5688 -1.3897 0.4088
H -0.9178 -1.8612 -0.4559
*
```



The following is a DFT calculation (ωB97M-V with the def2-TZVPD basis set) of a 2-piece molecular cluster, C3H6NO2 overall.

energy above the lowest of the compared OMol25 structures with the same formula, charge and spin	132.0	kJ/mol
lowest unoccupied orbital energy	4.126	eV
Kohn-Sham gap	8.32	eV

Structure (ORCA input):
```
! RIJCOSX wB97M-V def2-TZVPD def2/J DEFGRID3
* xyz -1 1
C 0.2167 0.6980 -2.1496
C 0.2355 -0.5534 -1.6398
N 0.7163 -0.8416 -0.3695
H 0.8525 1.5154 -1.8472
H -0.5086 0.8705 -2.9330
H 0.0313 -1.4414 -2.2348
H 0.7000 -0.0404 0.2572
H 0.2877 -1.6391 0.0726
O 0.4846 0.0029 2.3180
C -0.6630 0.3787 2.6953
O -1.4580 1.1287 2.1305
H -0.8950 -0.0784 3.7003
*
```



The following is a DFT calculation (ωB97M-V with the def2-TZVPD basis set) of an isolated ion of composition C7H15N4 and charge +1.

expectation value of S²	2.006
energy above the lowest of the compared OMol25 structures with the same formula, charge and spin	604.0	kJ/mol
lowest unoccupied orbital energy (spin up / spin down)	-2.633 / -5.750	eV
Kohn-Sham gap (spin up / spin down)	6.22 / 8.53	eV

Structure (ORCA input):
```
! RIJCOSX wB97M-V def2-TZVPD def2/J DEFGRID3
* xyz 1 3
C 2.9539 1.8021 -0.5215
C -2.7063 -0.2342 -0.4726
C 2.3302 0.6736 -0.7737
C -1.9060 -0.0252 0.5876
C 0.1582 -0.5241 -0.2326
C -4.2009 -0.4134 -0.5230
C 2.5382 -1.4365 0.4272
N 0.0546 -1.2579 -1.1404
N 1.7482 -0.2415 0.2850
N -0.5181 0.2974 0.5433
N 0.0927 1.2550 1.3509
H 3.4374 2.3882 -1.1794
H 3.0434 1.9914 0.6277
H -2.1950 -0.0719 -1.4685
H 2.1437 0.1770 -1.6831
H -2.3191 0.0148 1.5730
H -4.6440 -0.6389 0.4072
H -4.6219 0.3670 -1.1175
H -4.3689 -1.3460 -0.9682
H 2.6868 -1.9499 -0.5535
H 3.6074 -1.1810 0.7291
H 2.0663 -2.1985 1.1491
H -0.7918 -1.2323 -1.6167
H -0.1888 2.1758 1.0876
H 1.7665 0.4283 1.0906
H -0.1667 1.1806 2.3924
*
```



| no. | molecular weight (g/mol) | DFT total energy (eV) |
| --- | --- | --- |
| 1 | 510.83 | -42672.35646 |
| 2 | 239.67 | -63272.88053 |
| 3 | 604.27 | -52113.81002 |
| 4 | 88.09 | -8679.76200 |
| 5 | 88.09 | -8793.84918 |
| 6 | 155.22 | -13447.83311 |